A:
# C3H12N2O2

A cluster of 2 separate species, C3H12N2O2 in total (wB97M-V/def2-TZVPD, OMol25).

As for the SMILES: NCNCCO.O. Its orbital gap is 10.4 eV. The calculation puts the LUMO energy at 0.83 eV.

```
! RIJCOSX wB97M-V def2-TZVPD def2/J DEFGRID3
* xyz 0 1
N -2.327 -0.654 0.328
C -1.066 -0.462 -0.430
N 0.114 -0.514 0.417
C 0.098 0.588 1.418
C 0.638 1.847 0.745
O 1.788 1.547 -0.033
H -2.278 -1.588 0.729
H -3.042 -0.765 -0.381
H -1.064 0.549 -0.847
H -1.027 -1.126 -1.297
H 0.116 -1.429 0.852
H 0.669 0.285 2.252
H -0.939 0.730 1.710
H 0.779 2.543 1.574
H -0.114 2.255 0.074
H 1.603 0.601 -0.214
O 1.798 -1.784 -2.343
H 1.501 -0.873 -2.307
H 2.755 -1.753 -2.249
*
```

B:
# C3H12N2O2

A cluster of 2 separate species, C3H12N2O2 in total (wB97M-V/def2-TZVPD, OMol25).

As for the SMILES: NC[C@@H](N)CO.O. Its orbital gap is 10.1 eV. The calculation puts the LUMO energy at 0.68 eV.

```
! RIJCOSX wB97M-V def2-TZVPD def2/J DEFGRID3
* xyz 0 1
N -2.695 -0.040 -0.351
C -2.006 0.455 0.849
C -0.696 -0.356 1.159
N -1.136 -1.749 1.425
C 0.365 -0.162 0.106
O 1.740 0.109 0.410
H -3.065 -0.983 -0.250
H -3.568 0.477 -0.423
H -2.642 0.299 1.719
H -1.646 1.436 0.513
H -0.303 0.043 2.097
H -1.017 -2.322 0.599
H -0.580 -2.172 2.157
H 0.409 -0.964 -0.634
H -0.019 0.652 -0.529
H 2.025 -0.400 1.167
O 3.778 1.568 -3.086
H 3.409 0.964 -2.436
H 3.336 2.386 -2.843
*
```

C:
# C3H12N2O2

A cluster of 2 separate species, C3H12N2O2 in total (wB97M-V/def2-TZVPD, OMol25).

As for the SMILES: NCCNCO.O. Its orbital gap is 10.2 eV. The calculation puts the LUMO energy at 0.77 eV.

```
! RIJCOSX wB97M-V def2-TZVPD def2/J DEFGRID3
* xyz 0 1
N -2.491 0.991 0.571
C -1.793 -0.280 0.881
C -0.773 -0.589 -0.253
N 0.350 0.365 -0.207
C 1.196 0.275 -1.359
O 2.307 1.167 -1.299
H -1.940 1.877 0.666
H -2.815 1.056 -0.416
H -2.653 -1.041 0.879
H -1.467 -0.402 1.929
H -0.456 -1.681 -0.234
H -1.230 -0.351 -1.243
H -0.065 1.292 -0.089
H 1.617 -0.719 -1.425
H 0.632 0.537 -2.305
H 2.329 1.271 -0.329
O 2.646 -0.920 1.454
H 1.687 -1.021 1.221
H 2.918 -1.829 1.557
*
```

D:
# C3H12N2O2

A cluster of 2 separate species, C3H12N2O2 in total (wB97M-V/def2-TZVPD, OMol25).

As for the SMILES: NC[C@@H](N)CO.O. Its orbital gap is 9.9 eV. The calculation puts the LUMO energy at 0.79 eV.

```
! RIJCOSX wB97M-V def2-TZVPD def2/J DEFGRID3
* xyz 0 1
N 0.539 -1.848 1.669
C 1.192 -1.124 0.593
C 0.349 -0.063 -0.137
N 0.921 0.436 -1.384
C -1.082 -0.521 -0.314
O -1.783 0.331 -1.227
H 0.064 -1.285 2.355
H -0.123 -2.565 1.409
H 1.436 -1.850 -0.178
H 2.112 -0.726 1.025
H 0.322 0.791 0.550
H 1.555 -0.235 -1.805
H 1.497 1.232 -1.162
H -1.100 -1.526 -0.739
H -1.683 -0.538 0.594
H -1.108 0.546 -1.890
O -0.645 3.025 0.127
H -1.412 3.348 -0.359
H -1.050 2.572 0.875
*
```

Stability check: which of them is least stable? C.

A:
# C3H12N2O2

A cluster of 3 separate species, C3H12N2O2 in total (wB97M-V/def2-TZVPD, OMol25).

As for the SMILES: [H]/N=C\NCC.O.O. Its orbital gap is 10.3 eV. The calculation puts the LUMO energy at 0.84 eV.

```
! RIJCOSX wB97M-V def2-TZVPD def2/J DEFGRID3
* xyz 0 1
H -0.329 1.474 1.454
N 0.347 1.217 0.740
C 0.307 -0.020 0.504
N -0.856 -0.804 0.617
C -0.792 -2.147 1.186
C -2.082 -2.506 1.911
H 1.088 -0.595 -0.014
H -1.668 -0.616 0.059
H -0.516 -2.946 0.493
H -0.017 -2.105 1.955
H -2.390 -1.674 2.543
H -2.933 -2.650 1.231
H -1.964 -3.438 2.461
O 2.311 3.323 -1.542
H 2.484 3.704 -0.672
H 1.456 2.892 -1.396
O 0.460 0.412 -2.768
H 1.291 0.886 -2.868
H 0.084 0.703 -1.932
*
```

B:
# C3H12N2O2

A cluster of 3 separate species, C3H12N2O2 in total (wB97M-V/def2-TZVPD, OMol25).

As for the SMILES: CC/N=C\N.O.O. Its orbital gap is 9.4 eV. The calculation puts the LUMO energy at 0.54 eV.

```
! RIJCOSX wB97M-V def2-TZVPD def2/J DEFGRID3
* xyz 0 1
C -0.042 2.302 -1.219
C -0.438 0.849 -1.029
N -0.603 0.603 0.384
C -0.799 -0.513 0.935
N -0.563 -1.764 0.435
H -0.896 2.944 -1.138
H 0.418 2.512 -2.182
H 0.622 2.622 -0.416
H 0.186 0.164 -1.588
H -1.422 0.669 -1.483
H -1.167 -0.471 1.960
H -0.230 -1.866 -0.505
H -0.855 -2.628 0.863
O 6.434 -1.051 1.487
H 5.738 -1.510 1.963
H 6.031 -0.295 1.052
O -4.451 0.027 -0.860
H -4.291 -0.578 -1.598
H -4.622 -0.554 -0.112
*
```

C:
# C3H12N2O2

A cluster of 3 separate species, C3H12N2O2 in total (wB97M-V/def2-TZVPD, OMol25).

As for the SMILES: [H]/N=C/NCC.O.O. Its orbital gap is 9.9 eV. The calculation puts the LUMO energy at 0.91 eV.

```
! RIJCOSX wB97M-V def2-TZVPD def2/J DEFGRID3
* xyz 0 1
H 2.620 -1.101 -1.578
N 1.798 -1.183 -0.988
C 1.831 -0.229 -0.101
N 0.793 0.204 0.631
C 0.320 1.648 0.628
C -1.076 1.624 1.224
H 2.724 0.399 -0.200
H 0.058 -0.406 0.942
H 0.369 2.008 -0.388
H 1.057 2.119 1.290
H -1.816 1.163 0.567
H -1.390 2.674 1.258
H -1.079 1.228 2.234
O -0.592 -2.475 -0.192
H 0.366 -2.460 -0.404
H -0.586 -3.053 0.579
O -1.750 -0.368 -2.029
H -1.146 -0.821 -1.439
H -2.500 -0.971 -2.034
*
```

Stability check: which of them is least stable? A.